[1]
C2H3BiFO as an isolated structure, computed with ωB97M-V/def2-TZVPD.

The value obtained for the LUMO energy (spin up / spin down) is -13.10 / -14.07 eV. As for the energy above the lowest of the compared OMol25 structures with the same formula, charge and spin: 74.53 kcal/mol. As for the HOMO energy (spin up / spin down): -22.1 / -22.3 eV. As for the spin multiplicity: 2. The charge is +2. The energy is -12701.9314 eV.

```
8
Properties=species:S:1:pos:R:3:forces:R:3
C -1.313 -0.048 0.433 -2.7 2.0 0.0
C -0.877 -1.132 -0.256 1.2 -0.4 -0.6
H -1.420 -0.005 1.521 0.3 0.2 0.0
F -1.890 0.958 -0.201 1.3 -1.4 0.9
H -0.626 -2.026 0.322 -0.3 -0.1 -0.1
H -0.994 -1.176 -1.344 -0.3 -0.2 0.1
O 1.657 1.140 0.902 -0.2 1.6 1.2
Bi 1.473 -0.406 -0.217 0.7 -1.7 -1.5
```
Positions in Å, forces in eV/Å.

***

[2]
A 2-piece molecular cluster, C2H3Br overall, computed with ωB97M-V/def2-TZVPD.

The value obtained for the LUMO energy (spin up / spin down) is -1.18 / -2.57 eV. As for the energy above the lowest of the compared OMol25 structures with the same formula, charge and spin: 59.96 kcal/mol. As for the HOMO energy (spin up / spin down): -9.9 / -9.4 eV. As for the spin multiplicity: 1. The energy is -72161.3782 eV.

```
6
Properties=species:S:1:pos:R:3:forces:R:3
C -0.150 0.310 -0.058 -0.6 0.4 -0.2
C 0.920 -0.350 0.163 1.2 1.3 0.6
Br 2.988 1.716 0.968 -1.0 -1.1 -0.4
H -1.101 -0.175 -0.270 0.0 -0.3 0.0
H -0.191 1.391 -0.061 0.2 0.1 0.1
H 1.495 -1.226 0.305 0.3 -0.4 0.0
```
Positions in Å, forces in eV/Å.

***

[3]
A 2-piece molecular cluster, C2H3Br overall, computed with ωB97M-V/def2-TZVPD.

The value obtained for the LUMO energy (spin up / spin down) is -0.90 / -2.95 eV. As for the energy above the lowest of the compared OMol25 structures with the same formula, charge and spin: 77.70 kcal/mol. As for the HOMO energy (spin up / spin down): -9.8 / -8.6 eV. As for the spin multiplicity: 1. The energy is -72160.6089 eV.

```
6
Properties=species:S:1:pos:R:3:forces:R:3
C -0.868 -0.370 -0.013 -3.0 1.8 -0.6
C -0.148 0.658 -0.051 2.7 1.0 0.6
Br 2.998 -0.475 -0.025 -1.0 0.4 0.0
H -1.966 -0.081 -0.146 1.1 -1.3 0.3
H -0.402 -1.284 0.089 0.2 -2.4 0.1
H 0.386 1.552 0.147 0.0 0.5 -0.3
```
Positions in Å, forces in eV/Å.

***

[4]
A 2-piece molecular cluster, C2H3Br2FO overall, computed with ωB97M-V/def2-TZVPD.

The value obtained for the LUMO energy (spin up / spin down) is -2.14 / -3.64 eV. As for the energy above the lowest of the compared OMol25 structures with the same formula, charge and spin: 71.35 kcal/mol. As for the HOMO energy (spin up / spin down): -10.3 / -8.5 eV. As for the spin multiplicity: 1. The energy is -146969.6638 eV.

```
9
Properties=species:S:1:pos:R:3:forces:R:3
C 0.161 -0.743 -0.534 -0.6 -0.3 -0.1
C -0.322 0.328 0.135 0.0 0.8 1.1
O 0.360 1.424 0.278 -1.8 3.0 0.4
F -1.511 0.305 0.642 -0.9 0.4 0.1
Br -0.804 -0.024 -2.662 0.4 -0.2 0.5
Br 1.518 -1.140 2.611 -0.3 0.1 -0.5
H -0.339 -1.658 -0.425 -0.7 -1.0 0.0
H 1.191 -0.760 -0.499 2.2 -0.1 -1.0
H -0.254 2.269 0.453 1.8 -2.8 -0.4
```
Positions in Å, forces in eV/Å.

***

[5]
One molecule with the formula C2H3Br2NO3, computed with ωB97M-V/def2-TZVPD.

The value obtained for the LUMO energy (spin up / spin down) is 0.48 / -4.38 eV. As for the energy above the lowest of the compared OMol25 structures with the same formula, charge and spin: 24.86 kcal/mol. As for the HOMO energy (spin up / spin down): -8.8 / -10.5 eV. As for the spin multiplicity: 3. The energy is -149832.2371 eV.

```
11
Properties=species:S:1:pos:R:3:forces:R:3
C 0.655 0.221 0.651 0.2 0.0 0.1
C 0.325 -0.261 -0.728 -2.9 -3.7 -0.3
N -0.470 0.705 -1.524 4.3 -6.4 6.2
O -0.059 1.836 -1.479 1.6 7.4 -0.7
O -1.400 0.289 -2.156 -5.9 -1.3 -4.7
O -0.633 -1.687 -0.506 2.3 3.8 -0.2
Br 1.595 -1.154 1.631 0.0 0.2 0.1
Br 1.819 -0.809 -1.787 0.4 -0.1 -0.1
H 1.308 1.094 0.597 -0.1 -0.2 0.0
H -0.258 0.458 1.198 0.1 -0.1 -0.1
H -1.177 -1.735 -1.304 0.1 0.2 -0.1
```
Positions in Å, forces in eV/Å.

***

[6]
C2H3Br2O2P as an isolated structure, computed with ωB97M-V/def2-TZVPD.

The value obtained for the LUMO energy (spin up / spin down) is -1.33 / -1.43 eV. As for the energy above the lowest of the compared OMol25 structures with the same formula, charge and spin: 80.13 kcal/mol. As for the HOMO energy (spin up / spin down): -9.3 / -8.9 eV. As for the spin multiplicity: 1. The energy is -155587.9997 eV.

```
10
Properties=species:S:1:pos:R:3:forces:R:3
C -1.699 -2.848 -1.805 0.2 -0.5 2.8
C -2.385 -0.257 -0.644 -2.6 0.2 2.8
O -1.782 -3.097 -0.667 -0.1 -0.2 -0.8
O -1.552 -2.572 -2.901 0.0 0.4 -2.0
P 1.758 0.717 1.053 -0.7 -0.1 -0.7
Br -4.270 0.234 -0.598 0.9 -0.5 -0.6
Br -1.745 -0.182 1.143 0.3 -0.3 -0.8
H -1.897 0.305 -1.361 1.3 0.8 -1.4
H 1.446 -0.600 0.576 0.0 0.4 0.0
H 2.730 0.164 1.849 0.8 -0.3 0.7
```
Positions in Å, forces in eV/Å.

***

[7]
C2H3Br2O3S as an isolated structure, computed with ωB97M-V/def2-TZVPD.

The value obtained for the LUMO energy is 2.34 eV. As for the energy above the lowest of the compared OMol25 structures with the same formula, charge and spin: 26.14 kcal/mol. As for the HOMO energy: -5.8 eV. As for the spin multiplicity: 1. The charge is -1. The energy is -159185.8309 eV.

```
11
Properties=species:S:1:pos:R:3:forces:R:3
C 0.233 -0.016 -0.108 -2.1 0.9 2.3
C 1.704 0.410 0.029 -1.8 -3.7 -0.7
O 3.568 1.026 -1.706 0.0 -0.3 -0.1
O 1.626 -0.385 -2.473 1.5 1.7 1.3
O 1.292 1.914 -1.696 0.1 0.3 -0.4
S 2.158 0.739 -1.650 -0.3 -0.9 -2.4
Br 2.242 1.635 1.222 0.5 0.8 1.4
Br 2.742 -1.843 0.672 -0.7 1.7 -0.4
H -0.311 -0.513 0.756 1.6 0.1 -0.6
H 0.081 -0.642 -1.008 0.2 0.8 0.5
H -0.383 0.967 -0.063 1.1 -1.4 -0.9
```
Positions in Å, forces in eV/Å.

***

[8]
A 2-piece molecular cluster, C2H3BrCl2 overall, computed with ωB97M-V/def2-TZVPD.

Its SMILES is C=C(Cl)Br.Cl. The value obtained for the LUMO energy is 0.38 eV. As for the energy above the lowest of the compared OMol25 structures with the same formula, charge and spin: 30.87 kcal/mol. As for the HOMO energy: -9.8 eV. As for the spin multiplicity: 1. The energy is -97208.2929 eV.

```
8
Properties=species:S:1:pos:R:3:forces:R:3
C -1.095 -0.410 -0.188 0.2 -0.7 -1.0
C 0.144 -0.826 -0.514 0.3 -0.3 0.8
Cl 1.236 -0.120 -1.752 -1.4 -0.6 1.1
Br 1.116 -2.187 0.600 -1.0 1.2 -1.1
H -1.709 -0.935 0.612 1.1 0.9 -1.2
H -1.574 0.373 -0.845 0.6 -0.9 1.0
Cl 0.702 1.627 1.320 -3.2 -5.6 4.2
H 1.179 2.477 0.767 3.4 6.1 -3.9
```
Positions in Å, forces in eV/Å.

***

[9]
A 2-piece molecular cluster, C2H3BrCl2 overall, computed with ωB97M-V/def2-TZVPD.

Its SMILES is C=C(Cl)Cl.Br. The value obtained for the LUMO energy is 0.72 eV. As for the energy above the lowest of the compared OMol25 structures with the same formula, charge and spin: 19.11 kcal/mol. As for the HOMO energy: -9.8 eV. As for the spin multiplicity: 1. The energy is -97208.8026 eV.

```
8
Properties=species:S:1:pos:R:3:forces:R:3
C -0.285 0.262 0.369 0.2 1.1 1.9
C -1.310 1.099 0.662 0.5 -0.8 0.1
Cl -2.841 1.000 -0.168 0.4 -0.1 -0.2
Cl -1.460 2.276 1.961 0.8 -0.6 -0.6
H 0.711 0.284 1.023 -2.4 -0.1 -1.8
H -0.515 -0.500 -0.396 0.7 0.5 0.5
Br 2.219 -2.418 -1.788 -2.5 -0.8 -0.2
H 3.482 -2.003 -1.663 2.5 0.8 0.3
```
Positions in Å, forces in eV/Å.

***

[10]
C2H3BrCl2O as an isolated structure, computed with ωB97M-V/def2-TZVPD.

The value obtained for the LUMO energy (spin up / spin down) is 0.44 / -1.14 eV. As for the energy above the lowest of the compared OMol25 structures with the same formula, charge and spin: 95.53 kcal/mol. As for the HOMO energy (spin up / spin down): -9.3 / -7.1 eV. As for the spin multiplicity: 1. The energy is -99253.0115 eV.

```
9
Properties=species:S:1:pos:R:3:forces:R:3
C 1.466 0.886 0.236 -0.3 -0.1 -2.6
C -1.576 -0.403 -0.071 0.1 1.8 -0.4
O -1.041 -1.553 -0.035 3.0 -1.1 1.0
Cl -2.014 0.121 -1.631 -0.5 0.6 -0.5
Cl -2.219 0.502 1.257 0.0 -0.6 -0.1
Br 1.893 -0.945 0.091 0.5 0.5 0.4
H 1.857 1.500 1.003 0.3 -0.1 1.1
H 1.533 1.331 -0.781 -0.3 -0.3 0.9
H 0.101 -1.440 -0.070 -2.8 -0.6 0.2
```
Positions in Å, forces in eV/Å.